# 1
Formula: C52H131ClN11O12
Source: OMol25
Level of theory: ωB97M-V/def2-TZVPD

The geometry in XYZ format:
```
207
Properties=species:S:1:pos:R:3
N 2.39 1.37 2.92
H 2.01 1.52 3.84
H 2.65 2.18 2.38
H 1.79 0.71 2.44
H 3.23 0.82 3.06
N -1.67 2.78 -1.23
H -1.24 2.88 -2.14
H -2.66 2.97 -1.18
H -1.19 3.49 -0.68
H -1.37 1.95 -0.73
N -1.30 2.47 4.14
H -1.03 2.20 3.20
H -2.13 1.93 4.36
H -1.41 3.47 4.11
H -0.51 2.20 4.70
N 2.03 3.35 -1.77
H 1.30 3.40 -2.46
H 2.09 2.42 -1.39
H 1.77 4.02 -1.05
H 2.92 3.66 -2.14
C -0.39 5.19 2.27
C -0.14 5.37 3.70
C 1.36 5.37 4.12
O 1.76 5.93 5.10
C 2.33 4.64 3.22
C 1.98 4.37 1.92
C 0.57 4.68 1.44
O 0.14 4.49 0.23
O 2.80 3.65 1.22
O -1.00 5.39 4.58
H -1.34 5.47 1.84
H 3.32 4.40 3.59
O -0.06 3.32 -3.45
C 0.26 2.65 -4.71
C -0.05 3.28 -6.17
O -1.39 3.57 -6.53
H -0.18 1.65 -4.63
H 1.32 2.42 -4.70
H 0.45 2.64 -6.91
H 0.59 4.16 -6.19
O 0.33 3.43 8.13
C -0.09 2.11 7.74
C 0.82 1.25 6.69
O 1.13 1.72 5.32
H -1.13 2.11 7.44
H -0.11 1.53 8.66
H 0.39 0.26 6.57
H 1.75 1.00 7.20
Cl -0.04 0.38 0.61
O 0.60 -0.67 1.31
O -1.17 -0.12 -0.08
O -0.47 1.42 1.49
O 0.91 0.93 -0.34
C 2.30 -1.71 4.36
C 3.75 -1.23 4.49
N 4.30 -0.46 3.37
C 4.36 -1.18 2.08
C 4.62 -0.26 0.89
C 5.56 0.21 3.63
C 5.42 1.27 4.70
H 2.14 -2.30 3.46
H 1.55 -0.93 4.28
H 1.98 -2.29 5.23
H 3.89 -0.70 5.43
H 4.36 -2.13 4.63
H 5.14 -1.94 2.08
H 3.40 -1.68 1.96
H 4.50 -0.82 -0.04
H 3.96 0.60 0.74
H 5.63 0.12 0.90
H 5.95 0.83 2.83
H 6.33 -0.51 3.91
H 4.57 1.93 4.58
H 6.32 1.89 4.72
H 5.29 0.83 5.69
C 1.20 -0.95 -6.71
C 1.32 -0.96 -5.18
N 1.71 -2.28 -4.61
C 2.12 -2.12 -3.22
C 0.97 -1.98 -2.23
C 0.74 -3.39 -4.92
C 1.13 -4.73 -4.39
H 2.07 -1.37 -7.21
H 0.89 -0.01 -7.16
H 0.51 -1.71 -7.09
H 2.04 -0.21 -4.87
H 0.37 -0.71 -4.70
H 2.87 -1.33 -3.13
H 2.69 -3.00 -2.93
H 1.36 -2.07 -1.22
H 0.19 -2.73 -2.31
H 0.61 -0.95 -2.26
H -0.27 -3.13 -4.61
H 0.71 -3.48 -6.00
H 0.47 -5.47 -4.85
H 2.11 -5.03 -4.74
H 1.11 -4.69 -3.30
C 4.39 5.84 -1.08
C 4.81 5.40 -2.51
N 4.57 3.98 -2.74
C 4.62 3.62 -4.19
C 3.65 4.43 -4.99
C 5.46 3.13 -1.94
C 5.25 1.62 -2.08
H 3.30 5.82 -0.96
H 4.67 6.88 -0.92
H 4.78 5.28 -0.24
H 4.26 6.01 -3.22
H 5.89 5.53 -2.63
H 5.62 3.69 -4.61
H 4.31 2.58 -4.30
H 3.26 3.85 -5.83
H 2.75 4.71 -4.44
H 4.17 5.31 -5.39
H 5.37 3.36 -0.88
H 6.49 3.44 -2.16
H 5.88 1.07 -1.39
H 5.50 1.13 -3.02
H 4.28 1.23 -1.78
C -5.57 -1.66 -4.41
C -5.17 -0.24 -4.99
N -3.78 -0.05 -5.46
C -3.57 -0.74 -6.67
C -2.46 -0.16 -7.54
C -2.74 -0.36 -4.46
C -2.95 0.46 -3.17
H -5.57 -2.42 -5.19
H -6.56 -1.60 -3.96
H -4.93 -1.95 -3.58
H -5.91 0.08 -5.73
H -5.36 0.48 -4.19
H -3.42 -1.79 -6.42
H -4.45 -0.82 -7.31
H -1.50 -0.37 -7.08
H -2.38 -0.70 -8.49
H -2.57 0.90 -7.74
H -1.78 -0.13 -4.92
H -2.74 -1.44 -4.27
H -2.11 0.30 -2.50
H -3.85 0.16 -2.65
H -3.00 1.54 -3.27
C -4.11 2.26 6.15
C -4.05 0.83 5.55
N -3.47 0.78 4.18
C -3.08 -0.56 3.81
C -1.76 -0.88 4.53
C -4.51 1.24 3.27
C -3.96 1.84 1.99
H -5.00 2.80 5.81
H -3.28 2.92 5.88
H -4.21 2.18 7.23
H -3.32 0.35 6.21
H -4.99 0.29 5.63
H -3.84 -1.27 4.13
H -2.97 -0.66 2.73
H -0.96 -0.21 4.22
H -1.84 -0.76 5.61
H -1.54 -1.94 4.37
H -5.09 2.06 3.71
H -5.23 0.45 3.05
H -4.78 2.30 1.44
H -3.46 1.15 1.30
H -3.21 2.62 2.15
C 0.36 -4.64 3.41
C 1.49 -4.78 2.40
N 1.19 -5.60 1.20
C 0.19 -4.97 0.38
C -0.28 -5.83 -0.85
C 2.40 -5.99 0.50
C 2.98 -4.93 -0.47
H -0.46 -3.98 3.11
H 0.69 -4.25 4.37
H -0.05 -5.64 3.59
H 1.68 -3.76 2.07
H 2.38 -5.14 2.90
H 0.49 -3.95 0.13
H -0.68 -4.79 1.02
H -0.72 -6.78 -0.55
H 0.59 -5.97 -1.49
H -1.04 -5.34 -1.45
H 3.16 -6.26 1.24
H 2.20 -6.95 0.03
H 3.83 -5.34 -1.01
H 2.24 -4.58 -1.19
H 3.48 -4.09 0.02
C -3.15 -4.12 -0.06
C -4.08 -2.87 0.07
N -5.52 -3.20 0.35
C -5.83 -4.29 1.33
C -5.42 -4.03 2.75
C -6.36 -2.07 0.53
C -6.23 -0.95 -0.51
H -2.95 -4.52 0.94
H -2.21 -3.73 -0.46
H -3.60 -4.93 -0.64
H -3.67 -2.22 0.84
H -4.02 -2.31 -0.86
H -6.84 -4.68 1.21
H -5.23 -5.13 0.98
H -4.40 -3.66 2.86
H -6.03 -3.22 3.17
H -5.61 -4.85 3.44
H -6.37 -1.60 1.52
H -7.39 -2.41 0.41
H -6.36 -1.24 -1.55
H -5.29 -0.43 -0.34
H -6.99 -0.17 -0.38
```

## Properties
- Spin multiplicity: 1
- HOMO-LUMO gap: 0.11510 hartree
- Net charge: -3

Löwdin population analysis, charges in e, atoms 1 to 5: N 0.306; H 0.036; H 0.061; H 0.065; H 0.038

=====

# 2
Formula: C52H131F6N9O17P
Source: OMol25
Level of theory: ωB97M-V/def2-TZVPD

The geometry in XYZ format:
```
216
Properties=species:S:1:pos:R:3
P 10.52 -7.02 19.73
F 9.16 -6.13 20.07
F 9.75 -7.91 18.57
F 11.20 -5.95 18.69
F 11.92 -7.87 19.53
F 11.22 -6.13 20.97
F 10.09 -8.18 20.87
C 8.72 -10.73 19.90
O 8.54 -11.64 18.83
C 9.36 -11.21 17.71
C 9.13 -12.23 16.58
N 9.97 -11.97 15.44
C 9.87 -13.10 14.44
C 10.57 -14.40 14.90
O 11.99 -14.28 15.02
C 12.72 -15.49 15.11
H 9.74 -10.45 20.18
H 8.35 -11.29 20.76
H 8.10 -9.84 19.73
H 10.40 -11.09 18.01
H 8.87 -10.28 17.42
H 8.11 -12.14 16.23
H 9.19 -13.27 16.91
H 10.96 -11.84 15.60
H 10.39 -12.72 13.56
H 8.88 -13.32 14.03
H 10.47 -15.09 14.06
H 10.17 -14.82 15.82
H 12.58 -16.09 14.22
H 12.47 -16.09 15.98
H 13.78 -15.22 15.17
C 9.98 -8.83 11.70
O 10.12 -8.20 13.02
C 10.90 -9.03 13.79
C 10.60 -8.68 15.30
N 10.60 -7.25 15.50
C 11.89 -6.59 15.31
C 13.10 -6.99 16.15
O 14.29 -6.37 15.68
C 15.44 -6.48 16.51
H 9.48 -9.80 11.81
H 10.89 -8.95 11.12
H 9.21 -8.33 11.11
H 11.94 -8.83 13.53
H 10.71 -10.07 13.54
H 11.21 -9.18 16.05
H 9.59 -9.04 15.51
H 10.52 -7.16 16.50
H 11.80 -5.54 15.58
H 12.13 -6.52 14.25
H 13.21 -8.08 16.12
H 12.96 -6.60 17.16
H 15.17 -6.04 17.47
H 16.34 -5.94 16.21
H 15.76 -7.52 16.64
C 10.23 -7.37 24.20
O 9.11 -6.68 24.78
C 8.27 -6.21 23.75
C 8.64 -4.83 23.16
N 8.29 -3.72 24.05
C 9.00 -2.51 23.62
C 8.04 -1.71 22.73
O 8.64 -0.46 22.34
C 7.74 0.42 21.71
H 9.79 -8.23 23.71
H 10.86 -7.67 25.04
H 10.74 -6.72 23.49
H 7.23 -6.16 24.08
H 8.14 -6.90 22.92
H 8.00 -4.71 22.29
H 9.66 -4.84 22.77
H 8.60 -3.97 24.98
H 9.96 -2.77 23.18
H 9.25 -1.93 24.50
H 7.12 -1.52 23.28
H 7.76 -2.27 21.83
H 6.97 0.75 22.41
H 7.25 -0.11 20.89
H 8.19 1.33 21.30
C 14.58 -13.83 12.56
O 14.06 -12.62 13.15
C 14.84 -12.15 14.24
C 13.96 -11.06 14.90
N 12.97 -11.66 15.73
C 13.41 -11.99 17.06
C 13.64 -10.70 17.94
O 14.95 -10.15 17.72
C 15.32 -9.16 18.69
H 13.81 -14.32 11.96
H 14.91 -14.55 13.30
H 15.44 -13.64 11.92
H 15.83 -11.76 13.97
H 14.97 -12.91 15.01
H 13.44 -10.65 14.03
H 14.51 -10.26 15.39
H 12.75 -12.54 15.28
H 14.28 -12.65 17.00
H 12.62 -12.63 17.43
H 13.71 -11.04 18.97
H 12.79 -10.02 17.85
H 14.56 -8.37 18.69
H 16.30 -8.71 18.50
H 15.48 -9.59 19.68
C 11.80 -2.69 20.70
O 12.32 -2.28 19.44
C 12.28 -3.30 18.45
C 12.98 -2.92 17.19
N 12.14 -1.98 16.44
C 12.96 -1.39 15.37
C 12.17 -0.27 14.66
O 11.65 0.69 15.57
C 11.11 1.82 14.88
H 10.72 -2.55 20.74
H 12.20 -2.02 21.47
H 12.12 -3.68 21.02
H 11.24 -3.55 18.22
H 12.81 -4.17 18.86
H 13.22 -3.84 16.66
H 13.92 -2.46 17.48
H 11.93 -1.18 17.02
H 13.27 -2.21 14.72
H 13.82 -0.90 15.83
H 11.32 -0.69 14.13
H 12.81 0.20 13.91
H 10.12 1.63 14.46
H 11.78 2.33 14.18
H 10.84 2.55 15.63
C 16.80 0.71 18.52
O 17.52 -0.48 18.80
C 18.23 -0.43 20.06
C 17.37 -0.32 21.33
N 16.85 -1.63 21.79
C 16.08 -2.28 20.72
C 15.62 -3.69 21.12
O 15.06 -4.41 19.95
C 14.71 -5.78 20.26
H 17.44 1.58 18.70
H 15.90 0.80 19.14
H 16.41 0.78 17.51
H 18.97 0.38 20.03
H 18.73 -1.40 20.06
H 16.49 0.29 21.15
H 17.84 0.26 22.12
H 16.27 -1.45 22.59
H 16.65 -2.35 19.79
H 15.17 -1.70 20.56
H 14.84 -3.52 21.86
H 16.48 -4.22 21.53
H 14.30 -6.28 19.38
H 13.95 -5.81 21.04
H 15.56 -6.41 20.51
C 1.64 -8.37 23.73
O 2.58 -9.02 22.88
C 3.69 -9.58 23.43
C 4.52 -10.27 22.32
N 4.99 -9.41 21.28
C 5.98 -8.44 21.73
C 6.20 -7.38 20.66
O 5.03 -6.55 20.52
C 5.25 -5.66 19.45
H 0.79 -8.04 23.14
H 2.11 -7.62 24.36
H 1.34 -9.14 24.45
H 3.33 -10.36 24.10
H 4.22 -8.78 23.95
H 3.81 -10.98 21.90
H 5.35 -10.81 22.78
H 4.24 -8.76 21.08
H 6.92 -8.96 21.92
H 5.80 -7.91 22.67
H 6.61 -7.84 19.76
H 7.01 -6.73 21.01
H 5.28 -6.20 18.51
H 6.15 -5.04 19.46
H 4.42 -4.96 19.46
C 7.09 -8.06 16.37
O 7.91 -6.93 16.06
C 7.53 -5.73 16.75
C 8.59 -4.65 16.50
N 8.59 -4.47 15.08
C 9.73 -3.56 14.82
C 10.11 -3.70 13.38
O 10.29 -5.10 12.90
C 11.20 -5.27 11.82
H 7.25 -8.38 17.39
H 7.24 -8.93 15.73
H 6.04 -7.79 16.22
H 7.42 -5.96 17.81
H 6.55 -5.34 16.49
H 9.46 -5.14 16.94
H 8.35 -3.71 17.00
H 7.86 -3.80 14.89
H 10.62 -3.77 15.41
H 9.54 -2.51 15.01
H 11.09 -3.23 13.27
H 9.45 -3.11 12.74
H 11.19 -6.35 11.67
H 12.21 -4.87 11.91
H 10.68 -4.83 10.98
C 13.43 -9.87 23.95
C 13.40 -9.66 22.44
C 12.44 -10.53 21.57
O 12.97 -11.86 21.58
C 12.13 -12.89 21.12
N 13.17 -8.27 22.17
H 14.14 -9.23 24.48
H 13.63 -10.93 24.12
H 12.44 -9.55 24.30
H 14.44 -9.80 22.15
H 12.39 -10.20 20.53
H 11.44 -10.51 22.00
H 12.69 -13.81 21.31
H 11.84 -12.87 20.07
H 11.19 -12.96 21.66
H 12.84 -8.26 21.21
H 12.33 -7.87 22.57
```

## Properties
- Spin multiplicity: 1
- HOMO-LUMO gap: 0.28157 hartree
- Net charge: -1

Löwdin population analysis, charges in e, atoms 1 to 5: P 0.375; F -0.174; F -0.153; F -0.161; F -0.196